Record 1
Formula: C4H11NO2
Source: the Open Molecules 2025 dataset
Level of theory: the ωB97M-V functional and the def2-TZVPD basis

Last column: natural (NBO) charge in e.
Positions of all 18 atoms, in Å:
H: 0.162 2.975 -1.743  0.266
H: 1.461 1.675 1.426  0.500
H: -0.383 -1.462 1.266  0.171
C: -0.609 -2.027 0.338  -0.232
C: 0.072 -3.331 0.456  -0.623
N: -0.183 -1.217 -0.825  -0.823
H: -0.081 -3.859 1.429  0.217
O: 1.022 1.124 0.741  -0.784
H: 1.179 -3.288 0.608  0.203
O: -0.977 2.161 0.667  -0.518
H: 1.401 1.627 -1.543  0.252
H: -0.534 -0.267 -0.721  0.337
H: -0.171 -4.061 -0.358  0.210
H: -1.696 -2.244 0.366  0.191
C: 0.414 1.980 -1.337  -0.778
H: 0.810 -0.945 -0.771  0.354
C: -0.021 1.825 0.052  0.788
H: -0.251 1.525 -2.069  0.268

Energy above the lowest of the compared OMol25 structures with the same formula, charge and spin: 39.4 kcal per mole
LUMO energy: 0.56 eV
F_max: 3.14 eV/Å
Gap between HOMO and LUMO: 0.3603 Eh
SMILES: CC(=O)O.CCN
Energy: -364.20544 Ha

Record 2
Formula: C4H11NO2
Source: the Open Molecules 2025 dataset
Level of theory: the ωB97M-V functional and the def2-TZVPD basis

Last column: natural (NBO) charge in e.
Positions of all 18 atoms, in Å:
C: -1.976 -0.180 0.266  -0.620
H: -0.327 -1.147 -1.035  0.229
C: -1.277 -0.588 -1.063  -0.500
C: -0.872 0.736 -1.738  0.677
H: -2.813 -0.912 0.447  0.213
C: 2.182 -0.809 1.784  -0.249
H: 2.793 -1.703 1.738  0.174
H: -1.230 -0.207 1.055  0.203
N: 0.035 1.485 -1.080  -0.836
H: 0.444 2.284 -1.527  0.400
H: 2.538 -0.103 2.526  0.172
H: 2.816 0.475 0.419  0.470
O: 2.100 -0.161 0.495  -0.742
H: 0.415 1.199 -0.188  0.403
H: -2.593 0.713 0.302  0.227
H: -2.016 -1.149 -1.624  0.229
H: 1.158 -1.101 1.992  0.181
O: -1.376 1.169 -2.767  -0.632

Energy above the lowest of the compared OMol25 structures with the same formula, charge and spin: 25.2 kcal per mole
LUMO energy: 0.55 eV
F_max: 2.26 eV/Å
Gap between HOMO and LUMO: 0.3562 Eh
SMILES: CCC(N)=O.CO
Energy: -364.22794 Ha

- Which of these has the highest LUMO energy?
  number 1